(1)
14
Properties=species:S:1:pos:R:3 method="wB97M-V/def2-TZVPD" e_above_lowest_ev=2.791 homo_lumo_gap_ev=11.2 homo_energy_ev=-10.10 smiles=OCC[C@H]1CO1
O 1.95144 1.07905 0.41748
C 1.68304 -0.23602 -0.02282
C 0.26810 -0.75582 0.26678
C -0.81639 -0.11450 -0.67437
C -2.00135 0.26907 0.08836
O -0.91264 1.17011 -0.05062
H 1.24417 1.65477 0.09934
H 1.83769 -0.33463 -1.10342
H 2.42163 -0.85959 0.49360
H 0.23241 -1.84386 0.27134
H 0.06267 -0.43206 1.31476
H -0.95143 -0.03518 -1.78184
H -2.13441 -0.29174 1.01101
H -2.88493 0.73041 -0.32959

---

(2)
40
Properties=species:S:1:pos:R:3 method="wB97M-V/def2-TZVPD" e_above_lowest_ev=1.170 spin_multiplicity=4 homo_lumo_gap_ev="7.3 / 6.6" homo_energy_ev="-11.90 / -11.91" charge=+1
Tc 0.55711 0.21517 -0.82650
F -0.48616 5.47211 -0.32109
C -0.48944 4.26465 0.24275
C -0.10759 3.16977 -0.51448
C -0.12019 1.92162 0.08247
C -0.50551 1.76008 1.42618
C -0.87501 2.89838 2.13207
F -1.25131 2.80493 3.41602
C -0.87693 4.15578 1.56360
C -0.48521 0.38979 1.94902
C -0.83472 -0.02473 3.23079
C -0.76706 -1.36637 3.55696
C -0.37105 -2.29600 2.60240
C -0.04615 -1.83296 1.35107
N -0.08512 -0.52886 1.03548
H 0.19809 3.30673 -1.54335
H -1.17087 5.02233 2.13821
H -1.15003 0.69895 3.96307
H -1.02967 -1.68876 4.55559
H -0.31259 -3.35163 2.82167
H 0.24340 -2.51027 0.55604
I 2.06118 -1.80812 -3.20332
C 0.23245 -2.07133 -4.23227
I -1.20508 -0.51836 -3.97293
H -0.21372 -3.00702 -3.91397
H 0.44294 -2.07658 -5.30107
F 3.16821 -3.41992 1.76304
Te 3.40487 -2.29292 0.24963
F 5.20700 -2.35265 0.59836
F 3.26690 -3.87375 -0.70579
F 2.33412 0.38855 -0.11820
F 3.98283 -1.65159 -1.55770
O 1.19047 -1.75855 -1.54713
F -1.78727 -1.59017 -1.22459
C -1.39799 -0.36601 -1.58650
F 1.00175 0.97058 -2.51660
C -2.65252 0.53349 -1.55562
F -2.40371 1.69411 -2.16546
F -2.95911 0.75336 -0.27992
F -3.70729 -0.03382 -2.14794

---

(3)
13
Properties=species:S:1:pos:R:3 method="wB97M-V/def2-TZVPD" e_above_lowest_ev=4.116 homo_lumo_gap_ev=10.0 homo_energy_ev=-9.14
H -2.91570 0.58907 1.39610
N -2.35078 0.67727 0.55590
C -1.54641 -0.19963 0.30190
O -1.21793 -1.81811 0.21948
C -0.46576 -0.87159 -0.39453
C 0.96745 -0.57255 -0.01658
C 1.34218 0.89104 -0.23655
H -0.84415 -0.39816 -1.38226
H 1.60653 -1.23440 -0.60297
H 1.09627 -0.83807 1.03657
H 1.25382 1.16379 -1.28737
H 2.37694 1.06401 0.06478
H 0.69754 1.54733 0.34554

---

(4)
10
Properties=species:S:1:pos:R:3 method="wB97M-V/def2-TZVPD" e_above_lowest_ev=0.132 homo_lumo_gap_ev=8.6 homo_energy_ev=-15.78 charge=+1
N -3.26614 -1.32195 -0.96149
N -2.22992 -0.96454 -0.77420
C -0.92145 -0.82229 -0.71686
C -0.11248 -0.08137 0.10083
C -0.55139 1.02061 0.97198
N -1.77001 1.02166 1.39017
F -2.00327 1.97293 2.32568
H -0.46873 -1.47725 -1.59682
H 1.06561 -0.21267 0.04805
H 0.36541 1.66601 1.22444

---

(5)
9
Properties=species:S:1:pos:R:3 method="wB97M-V/def2-TZVPD" e_above_lowest_ev=0.376 homo_lumo_gap_ev=11.4 homo_energy_ev=-10.33 smiles=CCO
C -0.62859 0.28924 0.59917
C 0.66950 -0.22501 -0.03151
O 0.68657 0.09931 -1.39952
H -0.94806 -0.21954 1.58998
H -1.40768 0.05678 -0.21637
H -0.61919 1.36773 0.74830
H 1.59578 0.21131 0.41573
H 0.83124 -1.27779 0.03529
H -0.17957 -0.30204 -1.74108

---

(6)
20
Properties=species:S:1:pos:R:3 method="wB97M-V/def2-TZVPD" e_above_lowest_ev=3.198 homo_lumo_gap_ev=9.5 homo_energy_ev=-8.92 smiles="C=CC[C@@H](C)C(O)O"
C -0.60115 -2.13676 0.81018
C -0.66145 -1.52247 -0.43826
C -1.18468 -0.10283 -0.54887
C 0.01784 0.87992 -0.64951
C -0.22520 2.22665 0.01477
C 1.18025 0.08323 -0.01585
O 2.43368 0.51111 -0.44978
O 1.08897 -0.17755 1.28708
H -1.31996 -1.82214 1.56181
H -0.32740 -3.18321 0.86742
H -0.50049 -2.08718 -1.35097
H -1.84215 0.00891 -1.41372
H -1.75945 0.13161 0.35041
H 0.27532 1.01839 -1.70372
H -1.10587 2.71355 -0.40901
H 0.63094 2.88694 -0.12762
H -0.38552 2.09298 1.08583
H 0.91562 -0.95960 -0.55850
H 2.98588 0.59363 0.33942
H 0.38484 -1.15519 1.34889

---

(7)
12
Properties=species:S:1:pos:R:3 method="wB97M-V/def2-TZVPD" e_above_lowest_ev=4.541 homo_lumo_gap_ev=10.6 homo_energy_ev=-9.70
O -1.00492 -0.68666 -1.53460
C -0.94090 -0.01703 -0.16738
C -0.00502 -0.62118 0.94347
C 1.19357 -0.18469 0.09006
C 0.21504 0.99573 0.22414
O 0.02692 0.67203 1.63522
H -1.15711 0.02268 -2.18459
H -2.01377 -0.00020 -0.29314
H -0.11368 -1.50446 1.58632
H 2.15531 -0.08669 0.60330
H 1.26121 -0.64665 -0.89536
H 0.38335 2.05712 -0.00745

---

(8)
11
Properties=species:S:1:pos:R:3 method="wB97M-V/def2-TZVPD" e_above_lowest_ev=1.385 homo_lumo_gap_ev=10.4 homo_energy_ev=-10.23
H 1.98724 1.84357 -0.35180
N 1.18433 1.48824 -0.87554
C 0.75672 0.41862 -0.35333
C 1.38219 -0.15044 0.85398
N 1.87167 -0.58125 1.80993
N -0.35906 -0.27198 -0.87901
C -1.45985 -0.37613 0.07688
H -0.07794 -1.19086 -1.21294
H -1.17659 -0.82665 1.04011
H -2.25092 -0.97851 -0.37092
H -1.85781 0.62538 0.26264

---

(9)
13
Properties=species:S:1:pos:R:3 method="wB97M-V/def2-TZVPD" e_above_lowest_ev=1.636 homo_lumo_gap_ev="8.2 / 8.2" homo_energy_ev="-10.64 / -10.64"
C 0.29896 -0.03544 1.23377
C -0.66425 1.11469 1.25368
C -0.07190 -1.15056 0.36264
O 1.32078 -0.06965 1.88546
O 0.16746 1.15604 -1.99182
O -0.22343 -1.10261 -2.96819
F 2.00890 -0.52352 -2.03482
S 0.36335 -0.26039 -1.97954
H -0.47130 1.75036 2.11246
H -0.51245 1.69762 0.34451
H -1.69432 0.76937 1.26788
H 0.59254 -1.99983 0.33965
H -1.11433 -1.34607 0.17432

---

(10)
20
Properties=species:S:1:pos:R:3 method="wB97M-V/def2-TZVPD" e_above_lowest_ev=1.950 homo_lumo_gap_ev=10.1 homo_energy_ev=-13.35 smiles=CC[C@@](N)(S)C[NH3+] charge=+1
C -2.24658 0.13322 0.64523
C -0.88347 0.52461 1.05914
C 0.21612 -0.17247 0.29778
N 1.55145 0.19644 0.71290
S 0.11214 -1.95640 0.48468
C 0.23784 0.12646 -1.48891
N 1.60302 -0.02117 -1.74979
H -2.29428 -0.17088 -0.46209
H -2.90120 1.00619 0.78246
H -2.77816 -0.72245 1.10437
H -0.68957 0.48966 2.14657
H -0.74511 1.63466 0.92983
H 1.64316 1.07508 1.33807
H 1.96117 -0.56438 1.24867
H -0.17096 -1.96730 1.79445
H -0.17543 1.08401 -1.62498
H -0.38583 -0.64260 -1.77401
H 1.86796 0.41992 -2.63709
H 1.83499 -0.94476 -1.72132
H 2.24272 0.47216 -1.08592

---

(11)
92
Properties=species:S:1:pos:R:3 method="wB97M-V/def2-TZVPD" e_above_lowest_ev=0.929 spin_multiplicity=2 homo_lumo_gap_ev="6.7 / 7.5" homo_energy_ev="-12.38 / -13.09" charge=+2
Ta -0.77133 -1.91468 0.03091
C -3.97101 0.25811 -2.20928
C -2.59213 -0.10784 -1.70952
N -2.51532 -0.99795 -0.64134
N -3.60372 -0.91667 0.23883
C -3.81162 -1.94162 1.04882
N -4.83713 -1.90577 1.90047
S -2.74498 -3.26971 0.94526
C -1.62788 -0.60425 -2.75555
C -1.60100 -0.11065 -4.04334
C -0.71111 -0.66559 -4.95048
C 0.10265 -1.70092 -4.52989
C 0.02982 -2.11553 -3.21390
N -0.79730 -1.56262 -2.31633
H -4.53272 -0.65978 -2.38245
H -3.91165 0.81673 -3.13886
H -4.50606 0.88373 -1.49911
H -4.00374 -0.00076 0.42899
H -5.55864 -1.20508 1.84410
H -4.98589 -2.68403 2.51945
H -2.26635 0.68504 -4.34258
H -0.67371 -0.30736 -5.97053
H 0.78660 -2.19132 -5.20804
H 0.63396 -2.93558 -2.86030
C -0.00792 7.45381 -0.36812
C -0.46663 6.02807 -0.27091
C 0.14832 5.01718 -1.00458
C -0.27528 3.70108 -0.92308
C -1.33901 3.39066 -0.08160
C -1.99159 4.38926 0.64220
C -1.54783 5.69338 0.54513
S -1.94779 1.75933 0.10736
O -3.29729 1.88522 0.60996
O -1.89344 1.27386 -1.35043
N -1.04329 0.74525 0.86749
C -0.93758 0.87549 2.27390
C -1.00957 2.04949 2.97761
C -0.86867 2.09747 4.37820
C -0.65196 0.95434 5.08060
C -0.57251 -0.27948 4.39238
C -0.38070 -1.48021 5.10246
C -0.35398 -2.66079 4.42782
C -0.48184 -2.63313 3.03603
N -0.62370 -1.53128 2.30708
C -0.70593 -0.33130 2.98728
H 0.89592 7.54765 -0.96620
H 0.19016 7.86216 0.62314
H -0.78251 8.07167 -0.82501
H 0.97217 5.26265 -1.66289
H 0.21588 2.95077 -1.52520
H -2.85898 4.15255 1.24302
H -2.06015 6.46903 1.10070
H -1.15740 2.98541 2.46125
H -0.93377 3.05209 4.88174
H -0.53900 0.96241 6.15648
H -0.27310 -1.44294 6.17962
H -0.23675 -3.60975 4.93020
H -0.47394 -3.56922 2.50572
O 0.93165 -2.91411 0.88959
N 1.58504 -3.94803 0.34205
C 2.81616 -4.23814 0.83048
C 3.51956 -5.28576 0.31238
C 2.93866 -6.04823 -0.71006
C 1.67931 -5.74604 -1.16205
C 0.97317 -4.66544 -0.61233
S -0.64341 -4.23375 -0.98646
H 3.15468 -3.58931 1.62375
H 4.50174 -5.50782 0.70187
H 3.47741 -6.88379 -1.13557
H 1.19772 -6.33214 -1.93157
C 1.19054 0.68635 -1.28524
N 2.38068 1.49354 -1.46357
C 3.37403 0.71802 -2.20705
N 3.70287 -0.52422 -1.50452
C 2.49516 -1.31006 -1.35603
N 1.42898 -0.60819 -0.56780
C 2.05779 -0.22318 0.75254
N 3.24911 0.58251 0.59774
C 2.92272 1.80438 -0.13724
C 4.22608 -0.18132 -0.17971
H 0.76551 0.46161 -2.26629
H 0.48345 1.24317 -0.68937
H 4.28037 1.31047 -2.32950
H 2.97803 0.47915 -3.19652
H 2.74452 -2.24148 -0.85417
H 2.11014 -1.52599 -2.34849
H 2.30864 -1.13381 1.28710
H 1.31287 0.32969 1.32556
H 3.82379 2.40743 -0.24803
H 2.18274 2.37812 0.42556
H 4.47518 -1.09947 0.35658
H 5.13506 0.40782 -0.29828